No. 1
This record from the OMol25 dataset describes a structure of composition C39H72GeN3Si3Sn at a distorted geometry. The level of theory is ωB97M-V with the def2-TZVPD basis set.

The total charge is -2. The calculated total energy comes out at -132060.3267 eV. As for the expectation value of S²: 0.768. The multiplicity is 2.

Positions of all 119 atoms, in Å:
Sn: -12.736 1.413 -17.150
C: -19.118 5.753 -13.037
C: -18.530 5.380 -14.364
C: -18.720 6.473 -15.404
C: -19.062 4.017 -14.864
C: -20.427 3.876 -15.189
C: -20.911 2.837 -15.949
C: -19.967 1.865 -16.372
C: -18.607 1.984 -16.161
C: -17.613 0.977 -16.684
C: -17.134 -0.093 -15.666
C: -16.402 1.651 -17.340
C: -18.171 2.968 -15.210
N: -16.907 2.880 -14.725
C: -16.649 3.245 -13.515
C: -15.310 3.281 -13.017
N: -14.238 2.977 -13.639
C: -13.056 2.983 -12.966
C: -12.696 1.886 -12.090
C: -11.627 2.030 -11.289
C: -10.780 3.119 -11.433
C: -10.957 4.040 -12.466
C: -12.153 4.024 -13.233
C: -12.404 5.096 -14.260
C: -11.119 5.654 -14.910
C: -13.085 6.335 -13.636
C: -13.601 0.678 -11.835
C: -14.342 0.106 -13.098
C: -14.534 0.911 -10.638
H: -18.490 6.517 -12.583
H: -19.266 4.937 -12.341
H: -20.135 6.220 -13.288
H: -17.424 5.227 -14.216
H: -19.766 6.819 -15.459
H: -18.465 6.063 -16.414
H: -18.061 7.343 -15.274
H: -21.068 4.701 -14.892
H: -21.963 2.679 -16.153
H: -20.308 1.011 -16.940
H: -18.257 0.457 -17.434
H: -16.392 0.414 -15.040
H: -16.672 -0.981 -16.018
H: -18.070 -0.326 -15.086
H: -15.983 2.391 -16.649
H: -16.682 2.300 -18.249
H: -15.679 0.869 -17.643
H: -17.389 3.462 -12.739
H: -15.240 3.596 -11.997
H: -11.470 1.348 -10.493
H: -9.894 3.320 -10.801
H: -10.212 4.843 -12.637
H: -13.051 4.805 -15.117
H: -10.631 6.284 -14.142
H: -11.374 6.266 -15.775
H: -10.400 4.852 -15.258
H: -12.408 6.738 -12.857
H: -14.053 6.147 -13.175
H: -13.296 7.122 -14.383
H: -13.004 -0.162 -11.554
H: -15.286 0.691 -13.377
H: -14.652 -0.918 -12.811
H: -13.628 0.137 -13.908
H: -15.344 1.604 -10.879
H: -13.991 1.231 -9.719
H: -15.054 -0.058 -10.377
C: -11.780 3.863 -20.463
C: -11.921 3.792 -18.936
C: -13.239 4.536 -18.458
C: -10.601 3.976 -18.161
N: -12.169 2.310 -18.828
H: -11.152 4.696 -20.817
H: -12.763 3.727 -20.937
H: -11.163 3.006 -20.846
H: -13.267 5.529 -18.914
H: -13.530 4.636 -17.385
H: -14.032 4.018 -19.017
H: -10.201 5.005 -18.070
H: -9.868 3.330 -18.800
H: -10.657 3.603 -17.113
C: -10.080 -2.422 -15.453
Si: -9.420 -1.177 -16.774
C: -7.936 -1.915 -17.698
C: -8.781 0.398 -16.088
Ge: -11.467 -0.848 -18.117
Si: -12.852 -2.846 -17.746
C: -12.050 -4.492 -18.141
C: -14.301 -2.439 -19.020
C: -13.504 -2.702 -16.001
Si: -10.937 -0.577 -20.557
C: -9.497 0.613 -20.872
C: -12.482 -0.039 -21.447
C: -10.534 -2.302 -21.345
H: -9.212 -2.594 -14.782
H: -10.342 -3.480 -15.708
H: -10.877 -1.959 -14.857
H: -7.184 -2.232 -16.925
H: -7.477 -1.147 -18.332
H: -8.072 -2.788 -18.332
H: -7.812 0.119 -15.680
H: -9.340 1.140 -15.478
H: -8.459 1.044 -16.901
H: -10.979 -4.435 -18.515
H: -12.742 -4.999 -18.862
H: -12.091 -5.140 -17.220
H: -13.966 -1.890 -19.912
H: -15.064 -1.848 -18.489
H: -14.685 -3.418 -19.440
H: -12.833 -3.087 -15.163
H: -14.390 -3.299 -16.034
H: -13.890 -1.710 -15.717
H: -9.571 1.507 -20.233
H: -9.318 0.865 -21.928
H: -8.466 0.180 -20.697
H: -12.879 0.924 -21.102
H: -13.298 -0.776 -21.461
H: -12.252 0.061 -22.540
H: -9.565 -2.697 -20.962
H: -10.511 -2.201 -22.471
H: -11.374 -2.995 -21.008

***

No. 2
This record from the OMol25 dataset describes a structure of composition C26H21N6O6ReS. The level of theory is ωB97M-V with the def2-TZVPD basis set.

The total charge is +1. The calculated total energy comes out at -61486.7057 eV. As for the energy relative to the best compared isomer or geometry (same formula, charge and spin): 0.0 kcal/mol. As for the expectation value of S²: 0.754. The multiplicity is 2.

Positions of all 61 atoms, in Å:
Re: 0.660 -0.813 -1.230
O: -1.983 1.337 4.738
C: -2.486 1.554 3.636
O: -3.478 2.160 3.211
C: -1.695 0.996 2.473
C: -0.866 1.838 1.704
C: -0.158 1.321 0.669
N: -0.254 -0.005 0.320
C: -1.078 -0.827 1.059
C: -1.781 -0.371 2.123
C: -1.081 -2.249 0.579
O: -1.561 -3.147 1.219
O: -0.436 -2.400 -0.561
H: -0.797 2.889 1.944
H: 0.508 1.915 0.058
H: -2.389 -1.057 2.697
C: -0.644 7.926 -0.329
O: -1.085 6.742 -0.983
C: -0.426 6.340 -2.082
C: -0.981 5.245 -2.758
C: -0.376 4.736 -3.883
C: 0.803 5.320 -4.369
C: 1.311 6.445 -3.733
C: 0.728 6.943 -2.579
N: 1.509 4.932 -5.536
N: 1.638 3.763 -5.914
C: 1.141 2.663 -5.136
C: 0.212 1.806 -5.659
C: -0.239 0.674 -4.938
C: 0.277 0.443 -3.703
O: -0.090 -0.643 -2.907
C: 1.280 1.282 -3.164
N: 1.780 0.910 -1.939
C: 2.818 1.569 -1.461
C: 3.387 2.659 -2.135
C: 2.857 3.076 -3.329
C: 1.760 2.376 -3.881
H: -1.336 8.088 0.491
H: -0.675 8.781 -1.006
H: 0.367 7.805 0.067
H: -1.911 4.833 -2.388
H: -0.851 3.917 -4.405
H: 2.182 6.927 -4.158
H: 1.156 7.810 -2.098
H: -0.200 2.011 -6.638
H: -0.982 0.012 -5.360
H: 3.207 1.250 -0.501
H: 4.240 3.155 -1.694
H: 3.283 3.916 -3.862
S: 2.578 -2.021 -0.884
C: 1.895 -3.561 -0.366
N: 1.495 -4.511 -1.177
C: 0.849 -5.615 -0.449
C: 0.979 -5.162 1.024
N: 1.731 -3.898 0.895
H: 1.521 -4.420 -2.179
H: 1.372 -6.547 -0.648
H: -0.190 -5.703 -0.757
H: 1.535 -5.871 1.631
H: 0.010 -4.955 1.470
H: 1.870 -3.249 1.653

***

No. 3
This record from the OMol25 dataset describes a structure of composition C10H9AuF3I2O6STi at a distorted geometry. The level of theory is ωB97M-V with the def2-TZVPD basis set.

The total charge is +4. The calculated total energy comes out at -84742.4102 eV. As for the energy relative to the best compared isomer or geometry (same formula, charge and spin): 55.9 kcal/mol. As for the expectation value of S²: 4.164. The multiplicity is 4.

Positions of all 33 atoms, in Å:
I: 4.088 -1.383 0.138
I: 4.088 1.300 0.152
Au: -0.262 1.517 0.890
Ti: -0.261 -1.610 0.891
S: 0.573 -0.047 -0.716
C: -1.198 -2.728 -0.276
C: -0.764 -2.728 2.299
C: -0.238 -0.047 -2.414
C: 0.291 1.210 -3.115
C: -1.762 -0.048 -2.340
C: 0.293 -1.303 -3.116
C: -0.765 2.635 2.298
C: -1.200 2.634 -0.277
O: -1.091 -3.457 3.138
O: -1.783 -3.456 -0.960
O: -1.094 3.363 3.136
O: -1.787 3.361 -0.961
H: -0.086 1.225 -4.145
H: 1.384 1.212 -3.147
H: -0.044 2.123 -2.618
H: -2.164 -0.047 -3.361
H: -2.142 0.835 -1.824
H: -2.140 -0.933 -1.826
H: -0.085 -1.318 -4.146
H: -0.040 -2.217 -2.619
H: 1.386 -1.302 -3.148
F: 0.730 -0.048 5.678
C: 0.629 0.513 4.416
F: -0.693 0.438 4.020
F: 1.029 1.833 4.490
C: 1.502 -0.228 3.445
O: 2.192 -1.256 3.883
O: 1.417 -0.045 2.138

***

No. 4
This record from the OMol25 dataset describes an isolated molecule of C3H4S2 at a distorted geometry. The level of theory is ωB97M-V with the def2-TZVPD basis set.

The total charge is 0. The calculated total energy comes out at -24843.0506 eV. As for the energy relative to the best compared isomer or geometry (same formula, charge and spin): 59.7 kcal/mol.

Positions of all 9 atoms, in Å:
C: 0.234 -0.233 0.145
C: -0.840 -2.097 1.561
C: 0.062 1.043 -0.754
S: -0.511 -0.425 1.895
S: -0.399 -1.947 -0.151
H: 1.352 -0.182 0.343
H: -0.672 0.846 -1.533
H: 0.968 1.154 -1.299
H: -0.194 1.840 -0.207